[1]
{"formula": "C26H68BO20", "method": "wB97M-V/def2-TZVPD", "charge": -1, "gap_ev": 9.57, "species": ["O", "C", "O", "B", "O", "C", "O", "O", "C", "O", "C", "O", "O", "C", "O", "H", "H", "H", "H", "C", "O", "H", "H", "H", "H", "C", "O", "H", "H", "H", "H", "C", "O", "H", "H", "H", "H", "C", "O", "H", "H", "H", "H", "C", "O", "H", "H", "H", "H", "C", "O", "H", "H", "H", "H", "C", "C", "C", "O", "H", "H", "H", "H", "H", "H", "H", "H", "C", "C", "C", "O", "H", "H", "H", "H", "H", "H", "H", "H", "C", "C", "C", "O", "H", "H", "H", "H", "H", "H", "H", "H", "C", "C", "C", "O", "H", "H", "H", "H", "H", "H", "H", "H", "C", "C", "C", "O", "H", "H", "H", "H", "H", "H", "H", "H"], "xyz": [[-1.612, 2.312, -2.008], [-1.193, 1.210, -1.638], [-1.317, 0.711, -0.429], [-0.893, -0.734, -0.424], [-0.354, -0.952, -1.761], [-0.515, 0.137, -2.541], [-0.215, 0.239, -3.690], [-2.098, -1.587, -0.047], [-1.790, -2.307, 1.069], [-2.449, -3.169, 1.654], [-0.382, -1.909, 1.539], [0.098, -0.962, 0.691], [0.153, -2.366, 2.517], [-3.225, -7.221, 6.028], [-2.276, -7.271, 7.095], [-3.221, -6.177, 5.714], [-3.193, -7.795, 5.102], [-4.202, -7.328, 6.499], [-2.126, -8.182, 7.357], [0.477, -6.483, -0.868], [0.320, -7.222, -2.067], [0.897, -5.507, -1.112], [-0.439, -6.359, -0.290], [1.189, -7.047, -0.266], [0.895, -6.817, -2.720], [-3.405, -2.603, -4.915], [-4.544, -3.256, -5.390], [-2.901, -3.075, -4.071], [-2.720, -2.351, -5.725], [-3.781, -1.595, -4.739], [-4.929, -2.880, -6.186], [-0.838, 0.761, 6.000], [0.178, 1.231, 6.860], [-1.143, 1.428, 5.193], [-0.671, -0.274, 5.705], [-1.758, 0.636, 6.571], [-0.202, 1.965, 7.347], [2.549, -6.456, 5.481], [3.178, -5.900, 4.315], [2.833, -7.489, 5.682], [2.759, -5.875, 6.379], [1.463, -6.499, 5.404], [2.855, -4.999, 4.239], [3.642, -2.725, -3.967], [2.735, -3.792, -3.898], [3.437, -2.095, -4.832], [3.709, -2.083, -3.089], [4.653, -3.123, -4.057], [2.801, -4.462, -4.582], [-7.114, -1.807, 2.625], [-7.239, -3.116, 3.178], [-7.930, -1.189, 3.000], [-6.134, -1.401, 2.874], [-7.256, -1.796, 1.545], [-6.879, -3.703, 2.509], [4.925, -1.509, 5.820], [4.477, -1.740, 7.319], [5.520, -2.337, 8.254], [4.057, -0.523, 7.838], [5.748, -0.796, 5.782], [4.078, -1.157, 5.231], [5.259, -2.439, 5.359], [3.525, -2.262, 7.410], [6.525, -1.932, 8.142], [5.718, -3.343, 7.884], [5.176, -2.327, 9.288], [3.170, -0.374, 7.503], [-2.008, 4.908, 2.779], [-2.464, 6.319, 2.281], [-3.902, 6.202, 1.806], [-2.313, 7.342, 3.281], [-2.192, 4.194, 1.976], [-2.631, 4.622, 3.626], [-0.928, 4.898, 2.927], [-1.841, 6.545, 1.416], [-4.601, 5.921, 2.594], [-4.007, 5.384, 1.093], [-4.217, 7.153, 1.377], [-2.364, 6.858, 4.109], [1.513, 1.491, -9.101], [0.306, 0.464, -9.006], [-1.008, 1.310, -8.978], [0.237, -0.372, -10.098], [2.400, 1.006, -8.695], [1.462, 2.430, -8.549], [1.640, 1.848, -10.123], [0.590, -0.175, -8.170], [-1.167, 1.493, -7.915], [-1.900, 0.845, -9.397], [-0.993, 2.236, -9.552], [-0.538, -0.917, -9.944], [3.466, 4.002, 0.661], [3.139, 2.700, 1.406], [4.101, 1.515, 1.258], [3.154, 3.133, 2.781], [3.429, 3.839, -0.416], [4.444, 4.407, 0.921], [2.720, 4.770, 0.866], [2.165, 2.291, 1.135], [3.817, 0.628, 1.824], [5.065, 1.887, 1.605], [4.336, 1.165, 0.253], [3.910, 3.725, 2.776], [-1.936, 5.663, -6.234], [-0.455, 6.042, -6.435], [-0.376, 7.516, -6.626], [0.286, 5.701, -5.259], [-2.488, 6.346, -5.587], [-2.088, 4.622, -5.952], [-2.442, 5.938, -7.160], [-0.204, 5.466, -7.325], [-1.258, 7.775, -7.211], [0.564, 7.890, -7.031], [-0.390, 8.146, -5.736], [-0.093, 4.878, -4.944]], "forces_ev_per_a": [[1.2, -2.3, 0.7], [-1.2, 2.2, -0.7], [0.1, -0.4, -0.2], [-0.4, 0.4, 1.2], [-0.1, 0.2, -0.4], [-0.2, -0.4, 0.9], [0.0, 0.0, 0.0], [1.1, -0.8, 1.1], [-1.3, -1.2, 0.1], [1.0, 2.3, -1.8], [0.6, 0.7, -0.1], [-0.8, -1.1, 0.1], [-0.1, 0.6, -0.9], [-1.1, 1.7, 0.9], [0.5, -0.6, -0.8], [0.2, 0.0, -0.1], [0.9, -0.6, 0.4], [-0.3, -0.4, -0.3], [0.0, -0.1, 0.0], [0.9, -0.1, 0.1], [-0.6, -0.1, -0.5], [-0.1, 0.2, 0.3], [-0.2, -0.1, -0.4], [0.1, 0.3, 0.4], [-0.1, -0.1, 0.0], [-0.3, 2.4, -1.3], [-0.8, -2.2, 0.1], [-0.5, -0.1, -0.2], [0.7, -0.8, -0.1], [0.5, 0.3, 1.3], [0.5, 0.3, 0.2], [-1.5, -0.6, 0.7], [0.3, 0.1, -0.2], [0.7, 0.0, -0.4], [0.7, 0.3, -0.5], [-0.3, 0.1, 0.3], [0.2, 0.1, 0.1], [-0.4, 0.2, 0.1], [-0.2, -0.7, 0.8], [0.6, 0.1, -0.5], [0.2, 0.1, 0.1], [-0.2, 0.2, -0.3], [-0.1, 0.1, -0.1], [1.1, -0.2, -1.0], [-1.1, -0.2, 1.3], [0.0, 0.2, 0.0], [-0.9, -0.4, 0.3], [0.3, 0.0, -0.2], [0.5, 0.5, -0.2], [-0.2, 0.0, 0.0], [-0.2, 0.1, -0.4], [0.2, 0.0, 0.4], [-0.1, 0.3, 0.0], [0.2, -0.2, -0.1], [0.1, -0.2, 0.2], [-0.3, -1.0, 1.2], [0.0, 0.1, -1.0], [0.2, -0.6, -1.1], [0.0, 2.1, 0.9], [-0.1, 0.1, 0.1], [0.0, 0.2, 0.1], [0.1, -0.1, 0.0], [0.4, -1.5, -0.7], [-0.2, 0.8, 0.2], [-0.4, -0.5, 0.4], [0.1, -0.1, -0.1], [0.0, 0.4, 0.0], [-0.1, 1.1, -0.9], [-0.1, -1.5, 0.2], [-0.2, 0.2, 0.0], [0.1, -0.6, -0.5], [-0.1, 0.0, 0.0], [0.4, -0.1, 0.3], [-0.1, -0.1, 0.6], [0.1, 0.5, 0.1], [0.1, 0.2, 0.4], [0.2, 0.2, -0.4], [-0.2, -0.1, -0.1], [0.0, 0.2, 0.3], [-0.2, -0.9, -0.2], [0.3, 3.0, 0.1], [0.3, -0.5, 1.2], [0.7, -0.9, -1.8], [0.3, 0.0, -0.5], [-0.8, -0.3, 0.5], [0.2, -0.5, -0.2], [-1.0, 0.4, 0.8], [-0.5, 0.5, -0.1], [0.1, -0.8, 0.3], [0.8, 0.1, 0.2], [0.0, -0.2, -0.2], [-0.5, -0.8, -1.2], [0.3, 0.1, 0.2], [1.0, 0.6, -0.2], [-0.4, -0.7, 0.0], [0.2, 0.1, -0.2], [0.2, -0.2, 0.1], [-0.1, -0.2, 0.2], [-0.4, 0.6, 0.3], [-0.2, 0.3, 0.2], [0.3, -0.2, 0.4], [-0.6, 0.2, -0.4], [0.0, 0.1, 0.6], [-0.2, 1.0, -0.4], [-1.5, -0.5, 1.7], [0.4, 1.2, -0.4], [0.1, -0.2, -0.7], [0.4, -0.2, 0.9], [-0.1, 0.1, -0.1], [-0.1, -0.8, -0.5], [0.9, 0.1, -0.1], [0.4, 0.5, -0.4], [-0.1, -0.4, -0.8], [-0.6, -0.7, 0.6], [0.2, -0.2, 0.3]]}

[2]
{"formula": "C26H68Br3GaN2O7P", "method": "wB97M-V/def2-TZVPD", "charge": -1, "gap_ev": 5.46, "species": ["C", "C", "N", "Ga", "C", "C", "C", "Br", "C", "Br", "C", "C", "Br", "P", "N", "O", "H", "H", "H", "H", "H", "H", "H", "H", "H", "H", "H", "H", "H", "H", "H", "H", "H", "H", "H", "H", "C", "C", "C", "O", "H", "H", "H", "H", "H", "H", "H", "H", "C", "C", "C", "O", "H", "H", "H", "H", "H", "H", "H", "H", "C", "C", "C", "O", "H", "H", "H", "H", "H", "H", "H", "H", "C", "C", "C", "O", "H", "H", "H", "H", "H", "H", "H", "H", "C", "C", "C", "O", "H", "H", "H", "H", "H", "H", "H", "H", "C", "C", "C", "O", "H", "H", "H", "H", "H", "H", "H", "H"], "xyz": [[0.525, -0.127, 4.604], [1.984, -0.633, 4.265], [2.065, -1.774, 3.348], [2.174, -1.220, 1.457], [1.232, 0.550, 1.146], [0.654, 0.928, -0.252], [-0.900, 1.138, -0.105], [1.133, -0.207, -1.781], [4.223, -1.120, 1.073], [4.695, -1.892, -0.708], [4.814, 0.317, 1.303], [4.850, 1.118, -0.039], [6.637, 0.166, 2.132], [1.329, -3.093, 0.271], [2.159, -4.523, 0.890], [-0.356, -3.125, 0.675], [0.412, 0.944, 4.301], [0.352, -0.164, 5.701], [-0.277, -0.712, 4.105], [2.595, 0.227, 3.922], [2.421, -0.972, 5.245], [1.285, -2.415, 3.475], [1.950, 1.363, 1.433], [0.400, 0.653, 1.886], [1.021, 1.947, -0.502], [-1.343, 1.568, -1.033], [-1.097, 1.896, 0.690], [-1.419, 0.201, 0.179], [4.712, -1.788, 1.816], [4.185, 0.842, 2.051], [3.934, 0.867, -0.612], [4.816, 2.203, 0.198], [5.756, 0.833, -0.609], [1.689, -4.814, 1.749], [2.139, -5.282, 0.218], [-0.500, -2.382, 1.268], [1.515, -2.495, -6.052], [2.028, -3.343, -4.897], [0.879, -3.930, -4.092], [2.852, -2.548, -4.051], [0.923, -1.653, -5.680], [2.349, -2.072, -6.617], [0.895, -3.085, -6.731], [2.654, -4.151, -5.285], [0.265, -3.137, -3.655], [1.259, -4.528, -3.262], [0.242, -4.562, -4.717], [2.309, -1.832, -3.703], [-0.237, 5.599, -2.013], [0.644, 5.465, -0.780], [1.754, 6.505, -0.777], [1.215, 4.159, -0.742], [0.345, 5.446, -2.926], [-1.022, 4.841, -2.006], [-0.705, 6.586, -2.060], [0.036, 5.576, 0.119], [2.404, 6.382, -1.649], [2.383, 6.389, 0.108], [1.347, 7.519, -0.786], [1.756, 4.047, -1.531], [-1.697, -8.412, -5.508], [-1.777, -7.087, -6.250], [-2.169, -7.292, -7.706], [-0.515, -6.424, -6.185], [-0.938, -9.063, -5.954], [-1.407, -8.251, -4.468], [-2.656, -8.934, -5.525], [-2.505, -6.437, -5.762], [-1.426, -7.905, -8.225], [-2.213, -6.335, -8.229], [-3.142, -7.781, -7.789], [0.138, -6.987, -6.612], [-0.879, 9.198, 2.615], [-1.206, 7.879, 1.930], [-2.689, 7.557, 2.027], [-0.451, 6.831, 2.531], [-1.127, 9.153, 3.680], [0.190, 9.410, 2.546], [-1.430, 10.026, 2.163], [-0.909, 7.928, 0.879], [-2.995, 7.459, 3.072], [-2.906, 6.604, 1.541], [-3.295, 8.336, 1.557], [-0.706, 6.778, 3.461], [-1.498, -6.649, -1.348], [-2.380, -7.840, -1.014], [-2.323, -8.175, 0.469], [-1.963, -8.973, -1.778], [-0.451, -6.861, -1.111], [-1.542, -6.427, -2.416], [-1.804, -5.759, -0.794], [-3.412, -7.623, -1.301], [-1.304, -8.439, 0.767], [-2.954, -9.038, 0.692], [-2.655, -7.332, 1.077], [-1.054, -9.176, -1.535], [-2.567, 6.222, 7.764], [-2.676, 6.453, 6.265], [-4.079, 6.148, 5.760], [-1.731, 5.629, 5.583], [-2.775, 5.177, 8.011], [-1.555, 6.435, 8.111], [-3.266, 6.855, 8.314], [-2.420, 7.490, 6.034], [-4.336, 5.100, 5.942], [-4.143, 6.308, 4.683], [-4.822, 6.779, 6.251], [-1.945, 4.710, 5.777]], "forces_ev_per_a": [[0.3, 0.7, 0.1], [-0.6, -1.0, 1.2], [0.1, 1.2, -0.8], [0.4, -0.8, 0.5], [0.0, 0.6, -0.2], [-1.1, 1.9, 1.7], [0.3, 0.0, -0.6], [-0.2, 0.2, 0.2], [0.5, 0.6, 1.0], [0.1, 0.1, 0.6], [-1.0, -1.0, -1.4], [0.0, 0.3, 1.1], [-0.3, 0.4, -0.2], [0.4, -0.4, -1.9], [-1.3, 0.8, 0.7], [0.6, -0.1, 0.3], [-0.1, -0.8, 0.2], [0.0, 0.0, -0.6], [0.6, 0.2, 0.2], [-0.2, -0.5, 0.0], [-0.1, 0.6, -0.6], [0.1, 0.2, 0.3], [-0.4, -0.6, -0.2], [0.6, -0.2, -0.5], [0.0, -1.0, -0.2], [0.2, -0.6, 0.5], [0.4, -0.6, -0.4], [0.3, 0.4, -0.3], [-0.5, 0.2, -0.7], [0.6, -0.4, -0.3], [0.6, 0.1, 0.2], [0.3, -0.6, -0.3], [-0.7, 0.3, 0.2], [0.6, -0.2, 0.0], [-0.2, 0.1, 0.1], [-0.2, -0.1, 0.2], [0.1, 0.0, -0.3], [-0.5, 0.5, 0.3], [-0.1, -0.3, 0.0], [0.3, -0.2, -0.3], [-0.1, -0.1, 0.1], [0.0, -0.1, 0.0], [0.0, 0.0, 0.0], [0.1, 0.1, 0.1], [0.1, 0.0, 0.0], [0.0, 0.1, 0.0], [0.0, 0.0, 0.0], [0.1, -0.1, 0.2], [-0.2, -0.1, 0.0], [0.3, 0.1, -0.5], [0.1, 0.1, 0.2], [-0.2, 0.0, 0.3], [0.1, 0.1, 0.0], [0.0, 0.0, 0.1], [0.0, 0.0, 0.0], [0.1, -0.2, 0.1], [-0.1, 0.0, -0.1], [-0.1, 0.0, 0.0], [0.0, 0.0, 0.0], [0.0, 0.0, 0.0], [0.0, 0.1, 0.3], [0.4, -0.6, -0.3], [-0.1, 0.2, -0.1], [-0.2, 0.3, 0.1], [-0.1, 0.0, -0.1], [-0.1, 0.0, 0.0], [0.0, 0.0, 0.0], [0.2, 0.1, 0.0], [0.0, -0.1, 0.1], [0.0, 0.0, 0.1], [0.0, 0.0, 0.0], [0.0, 0.0, 0.0], [0.2, 0.2, -0.1], [-0.2, 0.0, 0.7], [-0.1, -0.1, -0.2], [0.1, 0.1, -0.3], [-0.1, 0.0, 0.0], [0.0, 0.0, -0.1], [0.0, 0.0, 0.0], [0.1, -0.1, 0.1], [0.1, 0.1, 0.0], [0.0, 0.1, 0.0], [0.0, 0.0, 0.0], [0.0, -0.2, 0.0], [-0.1, 0.2, -0.2], [0.7, 0.1, 0.3], [-0.2, -0.1, 0.1], [-0.4, -0.2, -0.2], [0.0, 0.0, 0.1], [0.0, 0.0, 0.0], [0.1, 0.0, 0.0], [0.0, -0.2, -0.1], [0.0, 0.1, 0.0], [0.0, 0.1, 0.0], [0.1, 0.0, 0.0], [0.0, 0.1, 0.0], [0.2, 0.2, 0.1], [-0.3, -0.6, 0.2], [-0.1, 0.1, -0.2], [0.2, 0.5, -0.2], [-0.1, 0.0, -0.1], [0.0, 0.1, 0.0], [0.0, 0.0, 0.0], [0.1, -0.1, -0.1], [0.0, 0.0, 0.1], [0.0, 0.0, 0.0], [0.0, 0.0, 0.0], [0.0, -0.1, 0.0]]}